Record 1
Entry from OMol25: C8H12NP in the gas phase in a non-equilibrium geometry (ωB97M-V with the def2-TZVPD basis set).

The total energy is -19267.38499 eV. For the HOMO energy, the calculation gives -9.08 eV. The value obtained for the LUMO energy is 0.72 eV. Its HOMO-LUMO gap is 9.8 eV. The calculation puts the energy above the lowest of the compared OMol25 structures with the same formula, charge and spin at 67.1 kJ/mol. As for the SMILES: CC(C)Pc1ccccn1.

Geometry as XYZ:
```
22
Properties=species:S:1:pos:R:3:forces:R:3
P 1.18732 0.91818 1.07089 -1.641 -3.282 0.512
N 0.38807 -1.96055 0.69110 0.818 1.625 -0.944
C 1.72946 -3.53744 -0.55614 0.436 1.113 -0.945
C -0.58278 1.55293 0.80375 0.247 0.952 1.943
C 2.42035 -2.49737 -1.21082 -0.873 1.181 0.356
C -0.53773 2.70457 -0.18520 -0.051 -2.401 -0.892
C -1.60004 0.46866 0.43262 3.184 -0.440 1.576
C 1.10539 -0.97314 0.11777 0.972 1.746 0.927
C 2.11275 -1.16984 -0.86625 -2.731 -2.979 2.363
C 0.68029 -3.19383 0.30753 2.357 1.239 -0.995
H -1.55039 2.92661 -0.49203 -0.229 0.456 -0.110
H -0.03191 3.53981 0.23658 0.565 0.747 -0.214
H -1.36761 -0.30824 1.18409 -1.048 -0.034 -0.524
H -0.81160 2.00860 1.85298 0.060 -0.969 -1.562
H 2.65211 -0.35937 -1.15299 1.495 2.116 -1.197
H -0.03987 2.17594 -1.04003 -0.114 1.403 0.080
H 0.82405 0.23312 2.39619 0.646 0.840 -1.601
H 3.16788 -2.55921 -1.99288 0.154 -0.883 0.236
H 0.22016 -3.86979 0.90452 -1.537 -2.568 1.208
H -1.41202 0.06031 -0.53938 0.186 -0.204 -0.641
H -2.53635 0.88992 0.47087 -2.431 0.605 0.264
H 2.07783 -4.54055 -0.74821 -0.463 -0.263 0.158
```
Positions in Å, forces in eV/Å.

Record 2
Entry from OMol25: a gas-phase ion, C8H12NS (charge +1) in a non-equilibrium geometry (ωB97M-V with the def2-TZVPD basis set).

Its net charge is +1. The total energy is -20808.20066 eV. For the HOMO energy, the calculation gives -12.96 eV. The value obtained for the LUMO energy is -3.47 eV. Its HOMO-LUMO gap is 9.5 eV. The calculation puts the energy above the lowest of the compared OMol25 structures with the same formula, charge and spin at 64.8 kJ/mol. As for the SMILES: C[C@@]([NH3+])(S)c1ccccc1.

Geometry as XYZ:
```
22
Properties=species:S:1:pos:R:3:forces:R:3
S -1.13778 -2.27768 -0.66106 -1.390 0.925 0.828
N 1.29803 -1.70454 0.05546 -0.702 -0.776 -0.618
C -0.08631 -1.16044 0.39516 1.134 -1.356 -0.361
C -0.22357 1.32434 0.75852 0.989 -1.782 -1.322
C -0.11148 2.54947 0.19381 0.875 -0.970 -2.070
C -0.27698 -1.52959 1.85152 -0.764 1.226 0.831
C -0.12091 1.70383 -2.01412 1.051 -0.956 2.178
C -0.05356 0.40372 -1.47284 0.940 0.024 -2.180
C 0.08290 2.77053 -1.18049 -1.664 -1.780 1.558
C 0.01362 0.23053 -0.10460 -2.425 0.808 0.518
H 1.61277 -1.30804 -0.83222 0.354 -0.083 0.180
H 1.91961 -1.58500 0.82293 1.021 0.718 0.612
H -2.30467 -1.62238 -0.25361 1.007 -0.757 -0.518
H 0.06033 -0.45561 -2.22705 -0.605 1.280 1.392
H -1.21671 -1.00915 2.16804 0.557 -0.958 0.001
H 0.50240 -1.14486 2.54725 -0.229 -0.057 -0.633
H 0.05308 3.75418 -1.51425 0.227 1.542 -0.707
H 1.16037 -2.69393 -0.01474 0.383 -1.138 -0.424
H -0.12816 3.38262 0.73795 -0.261 3.145 2.518
H -0.32507 -2.62433 1.95381 -0.291 0.507 0.074
H -0.33605 1.89987 -2.99276 -0.080 0.019 -2.660
H -0.38188 1.09646 1.78329 -0.128 0.421 0.803
```
Positions in Å, forces in eV/Å.